The following is a quantum chemistry calculation of a 9-piece molecular cluster, C29H79O32P7S2 overall, from OMol25.

The spin multiplicity is 2. The expectation value of S² is 0.7584. For the gap between HOMO and LUMO (alpha / beta), the calculation gives 0.27423 / 0.04007 Ha. The charge is +1. The value obtained for the LUMO energy (alpha / beta) is -3.09 / -9.46 eV.

The geometry in XYZ format:
```
149
C29H79O32P7S2, DFT ωB97M-V/def2-TZVPD
C 2.93 -1.11 -15.79
O 2.07 -0.80 -14.74
P 1.19 0.55 -14.67
O 1.89 1.87 -14.85
O 0.02 0.18 -15.89
C -0.53 1.24 -16.67
O 0.37 0.21 -13.28
C -0.84 0.81 -13.10
H 3.16 -2.16 -15.60
H 3.86 -0.54 -15.77
H 2.45 -1.26 -16.76
H -1.43 1.02 -17.23
H 0.16 1.69 -17.38
H -0.87 2.00 -15.97
H -1.56 0.00 -13.20
H -1.30 1.55 -13.75
H -0.83 1.39 -12.17
C -1.89 7.11 -6.11
O -0.67 6.42 -6.29
P 0.39 7.04 -7.37
O -0.16 7.62 -8.60
O 1.35 5.71 -7.65
C 0.77 4.56 -8.17
O 1.27 7.98 -6.42
C 0.90 9.36 -6.36
H -1.65 8.16 -6.32
H -2.26 6.93 -5.10
H -2.65 6.77 -6.81
H 1.29 4.58 -9.13
H -0.31 4.68 -8.30
H 1.14 3.64 -7.73
H 0.62 9.67 -7.37
H 1.79 9.89 -6.02
H 0.05 9.47 -5.68
C 2.95 -6.94 -10.76
O 2.02 -6.24 -9.93
P 2.01 -4.64 -10.01
O 0.95 -3.99 -9.19
O 3.52 -4.30 -9.58
C 3.96 -3.09 -9.14
O 2.06 -4.35 -11.66
C 1.14 -3.44 -12.33
H 2.54 -7.67 -11.46
H 3.48 -7.60 -10.07
H 3.76 -6.26 -11.03
H 4.92 -2.89 -9.62
H 4.24 -2.78 -8.13
H 3.16 -2.37 -9.32
H 1.73 -2.94 -13.10
H 0.67 -2.81 -11.58
H 0.34 -4.04 -12.75
C -3.65 0.15 -7.22
O -4.79 -0.08 -8.02
P -4.60 0.00 -9.67
O -3.82 -1.08 -10.37
O -6.13 0.07 -10.17
C -6.41 -0.50 -11.47
O -3.99 1.56 -9.83
C -4.82 2.59 -9.37
H -3.41 -0.87 -6.92
H -3.56 0.92 -6.46
H -2.74 0.42 -7.75
H -5.81 -1.40 -11.57
H -6.23 0.19 -12.29
H -7.41 -0.92 -11.55
H -4.37 3.04 -8.48
H -5.80 2.28 -9.02
H -4.87 3.37 -10.14
C -0.85 2.89 -5.58
O -0.84 1.43 -5.49
P -0.29 0.93 -4.01
O -0.85 1.69 -2.87
O -0.65 -0.66 -4.10
C -1.98 -1.06 -3.81
O 1.30 0.90 -4.16
C 2.20 0.60 -3.06
H 0.16 3.25 -5.80
H -1.23 3.26 -4.63
H -1.59 3.21 -6.31
H -2.62 -0.89 -4.67
H -2.35 -0.59 -2.89
H -1.89 -2.07 -3.42
H 2.77 1.46 -2.73
H 2.78 -0.16 -3.59
H 1.70 0.20 -2.18
C 5.71 3.90 -3.36
O 5.18 3.32 -4.52
P 4.29 4.26 -5.57
O 4.83 5.64 -5.74
O 4.01 3.39 -6.86
C 4.34 3.65 -8.22
O 2.84 4.18 -4.78
C 2.46 5.23 -4.09
H 5.10 4.05 -2.47
H 6.27 4.78 -3.68
H 6.55 3.28 -3.05
H 5.14 2.95 -8.46
H 4.69 4.63 -8.54
H 3.60 3.39 -8.98
H 1.72 5.04 -3.32
H 1.88 5.80 -4.82
H 3.25 5.90 -3.75
C 1.07 8.28 -12.51
O 2.30 7.64 -12.78
P 2.29 6.13 -13.23
O 1.40 5.94 -14.45
O 3.80 5.80 -13.42
C 4.17 4.50 -13.82
O 1.76 5.26 -11.92
C 1.69 3.85 -11.92
H 0.35 8.12 -13.32
H 1.32 9.33 -12.35
H 0.68 7.77 -11.64
H 3.44 3.92 -14.38
H 4.45 4.02 -12.88
H 4.97 4.42 -14.55
H 2.21 3.71 -10.97
H 2.05 3.34 -12.81
H 0.68 3.54 -11.65
C 1.63 -6.00 -6.58
C 0.25 -6.52 -6.96
C -0.87 -5.88 -6.09
S -0.04 -5.18 -4.53
O -0.55 -5.99 -3.41
O -0.23 -3.72 -4.64
C 1.68 -5.75 -5.02
H 1.95 -5.08 -7.07
H 2.41 -6.72 -6.84
H 0.25 -7.61 -6.93
H -0.03 -6.39 -8.01
H -1.66 -6.55 -5.76
H -1.08 -4.99 -6.70
H 1.86 -6.69 -4.50
H 2.46 -5.06 -4.70
C 1.37 -0.77 -7.12
C -0.13 -1.17 -7.56
C -0.31 -0.96 -9.08
S 0.98 0.43 -9.51
O 0.27 1.67 -9.88
O 2.01 -0.18 -10.32
C 1.65 0.57 -7.89
H 2.10 -1.54 -7.35
H 1.42 -0.64 -6.04
H -0.81 -0.64 -6.89
H -0.29 -2.20 -7.25
H -1.20 -0.74 -9.67
H -0.16 -1.93 -9.55
H 1.09 1.41 -7.47
H 2.71 0.76 -8.05
```

Results of the Mulliken charge analysis, in e, for atoms 1 through 2: atom 1 (C): -0.80, atom 2 (O): 0.03

=====

The following is a quantum chemistry calculation of a 12-piece molecular cluster, C29H80N20O13 overall, from OMol25.

The relative energy (zero: lowest compared OMol25 entry of this formula, charge and spin) comes out at 0.000 eV. The spin multiplicity is 1. For the gap between HOMO and LUMO, the calculation gives 0.28511 Ha. The SMILES is CC1(C)CCCC(C)(C)N1O.CC1(C)CCCC(C)(C)N1O.NC(N)=O.NC(N)=O.NC(N)=O.NC(N)=O.NC(N)=O.NC(N)=O.NC(N)=O.NC(N)=O.NC(N)=O.OCCO. The charge is 0. The value obtained for the LUMO energy is -0.15 eV.

The geometry in XYZ format:
```
142
C29H80N20O13, DFT ωB97M-V/def2-TZVPD
C -0.48 4.21 0.39
C -0.19 4.31 1.89
C 1.31 3.85 2.12
C -0.30 5.85 2.17
C -0.38 6.18 3.67
C -1.52 5.35 4.37
C -1.45 3.83 4.07
C -0.35 3.13 4.96
C -2.77 3.13 4.57
N -1.21 3.56 2.67
O -1.24 2.24 2.29
H -0.19 3.17 0.25
H -1.48 4.40 -0.01
H 0.14 4.96 -0.10
H 2.03 3.96 1.30
H 1.76 4.41 2.94
H 1.23 2.78 2.34
H 0.53 6.46 1.80
H -1.24 6.22 1.76
H 0.56 5.86 4.12
H -0.65 7.23 3.85
H -2.50 5.79 4.20
H -1.44 5.43 5.45
H -0.40 2.04 4.96
H -0.14 3.48 5.97
H 0.64 3.47 4.66
H -3.62 3.62 4.09
H -2.77 3.46 5.61
H -2.70 2.04 4.54
H -0.70 1.90 3.02
C -0.87 -4.45 -1.11
C -0.12 -5.36 0.05
C 0.03 -6.82 -0.55
C 1.37 -4.89 0.41
C 1.85 -5.53 1.71
C 0.85 -5.25 2.92
C -0.59 -5.58 2.57
C -0.67 -7.07 2.96
C -1.50 -4.72 3.56
N -1.00 -5.29 1.21
O -2.44 -5.49 0.95
H -0.67 -3.39 -0.92
H -0.41 -4.65 -2.07
H -1.92 -4.61 -1.32
H 0.18 -7.62 0.18
H -0.88 -7.06 -1.11
H 0.74 -6.87 -1.37
H 1.98 -5.18 -0.44
H 1.47 -3.81 0.49
H 2.23 -6.52 1.47
H 2.78 -5.03 1.97
H 0.97 -4.20 3.20
H 1.31 -5.87 3.68
H 0.25 -7.53 2.59
H -1.55 -7.52 2.51
H -0.58 -7.27 4.03
H -2.52 -5.07 3.70
H -1.45 -3.67 3.28
H -1.17 -4.75 4.60
H -2.84 -4.65 0.72
N -0.33 2.48 -7.88
C 0.24 2.59 -6.69
N -0.54 1.99 -5.92
O 1.11 3.35 -6.27
H -0.78 1.62 -8.14
H 0.13 3.12 -8.51
H -0.23 2.15 -4.97
H -1.31 1.38 -6.14
N -3.63 3.45 0.98
C -3.96 2.42 0.22
N -2.85 2.09 -0.24
O -5.01 2.11 -0.21
H -4.37 3.75 1.59
H -2.84 3.21 1.56
H -2.76 1.33 -0.89
H -2.02 2.18 0.33
N -1.92 3.76 -2.94
C -1.60 5.00 -2.86
N -0.34 5.29 -2.73
O -2.41 5.89 -3.04
H -2.91 3.71 -2.75
H -1.25 3.03 -3.13
H 0.24 4.47 -2.69
H 0.01 6.24 -2.68
N -4.66 -1.32 -2.65
C -3.38 -1.03 -2.46
N -2.52 -2.00 -2.52
O -3.01 0.09 -2.09
H -4.88 -2.30 -2.53
H -5.28 -0.59 -2.34
H -2.81 -2.91 -2.83
H -1.53 -1.90 -2.37
N 1.36 -0.96 2.29
C 1.28 -0.20 3.30
N 2.44 0.24 3.52
O 0.23 0.26 3.79
H 0.47 -1.30 1.96
H 2.16 -1.15 1.70
H 2.48 0.89 4.29
H 3.16 -0.18 2.95
N 1.66 -4.36 -4.30
C 1.63 -3.17 -3.96
N 0.48 -2.62 -4.07
O 2.67 -2.59 -3.65
H 2.45 -4.93 -4.05
H 0.83 -4.89 -4.55
H -0.38 -3.11 -3.89
H 0.47 -1.66 -3.74
N -0.88 -2.29 1.27
C -2.10 -1.89 1.37
N -2.18 -0.68 0.95
O -3.04 -2.54 1.71
H -0.30 -2.02 0.48
H -0.78 -3.27 1.47
H -3.05 -0.33 0.58
H -1.29 -0.31 0.64
N 0.00 0.56 -2.28
C 0.63 0.10 -1.23
N 1.77 0.65 -0.92
O 0.32 -0.97 -0.68
H 0.22 1.53 -2.44
H -0.93 0.25 -2.56
H 1.79 1.58 -1.33
H 2.36 0.11 -0.30
N 3.65 3.76 -2.16
C 2.70 3.42 -2.92
N 3.11 3.25 -4.13
O 1.57 3.17 -2.55
H 4.54 3.89 -2.62
H 3.44 3.68 -1.17
H 2.57 3.43 -4.97
H 4.05 3.50 -4.37
O 3.43 -1.74 0.47
C 4.73 -1.24 0.52
C 5.39 -1.07 -0.82
O 6.23 -2.21 -1.12
H 3.39 -2.40 -0.23
H 4.74 -0.30 1.08
H 5.31 -1.90 1.16
H 6.19 -0.33 -0.88
H 4.65 -0.96 -1.61
H 6.52 -1.97 -2.00
```

Results of the Mulliken charge analysis, in e, for atoms 1 through 2: atom 1 (C): -1.59, atom 2 (C): 1.89

=====

The following is a quantum chemistry calculation of a 5-piece molecular cluster, C29H81N14O5P4 overall, from OMol25.

The spin multiplicity is 1. For the gap between HOMO and LUMO, the calculation gives 0.08877 Ha. The charge is -1. The value obtained for the LUMO energy is 0.06 eV.

The geometry in XYZ format:
```
133
C29H81N14O5P4, DFT ωB97M-V/def2-TZVPD
C 9.52 -1.08 1.57
C 8.50 -0.23 1.59
N 7.41 0.69 1.96
C 6.40 -0.17 2.65
C 5.06 -0.46 1.74
O 4.27 0.76 1.80
C 4.33 -1.72 2.47
N 3.05 -2.10 1.77
H 10.22 -1.98 1.54
H 6.89 -1.22 2.78
H 6.07 0.21 3.69
H 5.39 -0.77 0.69
H 4.83 1.48 2.19
H 4.17 -1.44 3.58
H 5.09 -2.59 2.47
H 2.79 -3.06 2.08
H 2.28 -1.47 2.04
O -0.13 -4.14 2.03
P -1.47 -4.77 1.60
N -1.02 -4.87 -0.04
C -1.65 -4.29 -1.21
C 0.08 -5.76 -0.40
N -2.33 -3.31 1.93
C -2.55 -2.26 0.95
C -2.01 -2.69 3.22
N -3.01 -5.52 1.15
C -2.98 -6.90 0.66
C -4.34 -5.07 1.53
H -2.74 -4.35 -1.17
H -1.36 -4.80 -2.13
H -1.35 -3.24 -1.33
H -0.30 -6.74 -0.68
H 0.77 -5.90 0.44
H 0.68 -5.36 -1.22
H -1.60 -1.85 0.58
H -3.13 -1.44 1.37
H -3.15 -2.62 0.11
H -1.09 -2.09 3.15
H -1.86 -3.45 3.99
H -2.82 -2.04 3.55
H -2.97 -6.91 -0.43
H -3.84 -7.49 0.99
H -2.09 -7.42 1.03
H -4.74 -4.39 0.76
H -4.35 -4.56 2.49
H -5.06 -5.89 1.63
O -3.29 0.96 0.00
P -3.01 2.18 0.90
N -3.92 3.24 -0.07
C -3.51 4.44 -0.76
C -5.36 3.01 -0.16
N -1.34 2.20 0.45
C -0.83 2.94 -0.68
C -0.68 0.89 0.48
N -2.68 3.55 1.97
C -3.80 4.14 2.69
C -1.38 3.97 2.48
H -2.84 5.06 -0.15
H -4.37 5.09 -1.00
H -3.03 4.20 -1.71
H -5.89 3.62 0.59
H -5.62 1.97 0.03
H -5.75 3.26 -1.15
H -1.29 2.62 -1.62
H 0.26 2.83 -0.78
H -0.97 4.02 -0.55
H -0.88 0.31 -0.43
H -1.02 0.31 1.34
H 0.40 1.00 0.59
H -4.20 5.01 2.14
H -3.54 4.48 3.70
H -4.61 3.42 2.82
H -0.93 4.70 1.81
H -0.69 3.13 2.60
H -1.44 4.44 3.47
O 10.08 -5.60 -1.59
P 9.87 -5.97 -0.11
N 9.57 -7.61 -0.44
C 8.41 -8.42 -0.14
C 10.65 -8.41 -1.01
N 8.41 -5.06 -0.01
C 7.10 -5.61 -0.28
C 8.48 -3.72 -0.60
N 9.69 -6.35 1.61
C 10.68 -7.24 2.22
C 8.88 -5.63 2.58
H 8.01 -8.22 0.86
H 8.63 -9.49 -0.15
H 7.62 -8.26 -0.88
H 11.21 -8.91 -0.22
H 11.36 -7.78 -1.57
H 10.28 -9.16 -1.71
H 7.03 -5.99 -1.31
H 6.32 -4.86 -0.14
H 6.85 -6.40 0.42
H 8.34 -3.74 -1.68
H 9.45 -3.25 -0.39
H 7.72 -3.06 -0.17
H 10.31 -8.27 2.23
H 10.92 -6.97 3.25
H 11.62 -7.21 1.67
H 7.88 -6.08 2.63
H 8.79 -4.57 2.35
H 9.30 -5.67 3.59
O -5.45 7.70 -2.46
P -6.99 7.77 -2.52
N -7.04 7.46 -4.19
C -7.59 8.26 -5.26
C -6.58 6.16 -4.66
N -6.99 9.47 -2.19
C -6.93 10.49 -3.22
C -6.11 9.88 -1.09
N -8.76 7.83 -2.55
C -9.47 6.59 -2.87
C -9.61 8.85 -1.98
H -8.55 8.72 -4.99
H -7.80 7.67 -6.16
H -6.89 9.05 -5.56
H -7.43 5.46 -4.74
H -5.86 5.71 -3.97
H -6.09 6.22 -5.63
H -6.02 10.40 -3.83
H -6.95 11.49 -2.79
H -7.81 10.45 -3.87
H -5.07 9.98 -1.41
H -6.15 9.15 -0.27
H -6.44 10.84 -0.67
H -9.72 6.56 -3.94
H -10.40 6.48 -2.31
H -8.86 5.72 -2.63
H -9.82 9.63 -2.72
H -9.17 9.32 -1.09
H -10.57 8.46 -1.64
```

Results of the Mulliken charge analysis, in e, for atoms 1 through 2: atom 1 (C): -0.51, atom 2 (C): 0.02

=====

no.,maximum force (eV/Å)
1,6.23
2,10.98
3,7.81